Formula: C5H12N2O
Source: OMol25
Level of theory: the ωB97M-V functional and the def2-TZVPD basis

Output
- Energy relative to the best compared isomer or geometry (same formula, charge and spin): 3.590 eV
- Strongest force on any atom: 3.8 eV Å⁻¹
- Total charge: 0
- E_tot: -382.37060 hartree

Each line ends with the Mulliken charge.
Atoms and positions in Å:
C  -0.3644  -0.7577  -0.5278  0.029
C  -0.4312  -0.6933  0.8917  0.133
C  -1.5066  -0.3059  -1.3707  -1.346
C  1.0720  1.6367  -0.1500  -1.036
N  0.7633  -1.2260  -1.1318  -0.282
N  0.6159  -1.3899  1.5930  -0.717
C  -0.2461  1.2939  0.9886  0.036
O  -1.2913  1.9122  0.8320  -0.619
H  -1.4119  -0.9051  1.3113  0.501
H  1.3348  -1.8360  -0.5577  0.268
H  0.7726  -1.2703  -2.1395  0.228
H  0.3498  -1.6190  2.5399  0.254
H  1.4689  -0.8421  1.6058  0.248
H  0.2955  1.3141  1.9549  0.304
H  -2.4120  -0.8222  -1.0465  0.325
H  -1.6787  0.7612  -1.2252  0.309
H  -1.3640  -0.5167  -2.4314  0.417
H  2.0320  1.3836  0.2997  0.311
H  1.0340  1.1735  -1.1380  0.264
H  0.9675  2.7090  -0.2982  0.373